# 1
Below is 8 unconnected molecules or ions with the total composition C35H91N7O15 in a non-equilibrium geometry, with properties calculated with ωB97M-V/def2-TZVPD.

As for the energy above the lowest of the compared OMol25 structures with the same formula, charge and spin: 0.000 eV. The HOMO energy is -0.326 Eh. The structure (SMILES) is COCCNCCOC.COCCNCCOC.COCCNCCOC.COCCNCCOC.COCCNCCOC.NC(N)=O.OCCO.OCCO. For the lowest unoccupied orbital energy, the calculation gives 0.38 eV.

Last column: Mulliken charge in e.
Positions of all 148 atoms, in Å:
O 4.761 -4.612 0.609  -0.298
O -1.561 0.045 5.614  -0.592
O 4.858 0.328 -0.659  -0.079
O -3.706 0.442 1.217  -0.572
O -4.044 -1.142 5.508  -0.729
O 5.529 5.752 -3.738  -0.398
O 1.831 -0.226 2.623  -0.116
O -2.477 -4.473 -3.932  -0.633
O 2.184 5.912 0.119  -0.386
O -2.161 -3.153 3.369  -0.527
O -1.884 11.074 -1.341  -0.286
O 4.018 -7.610 -2.046  -0.275
O -6.464 0.758 -0.089  -0.593
O -7.881 -3.782 3.118  -0.374
O -0.127 -1.977 -0.401  0.018
N -0.587 0.377 1.161  0.729
N -5.076 -3.241 3.782  -0.309
N -1.236 -5.990 -5.055  -0.395
N 4.557 3.612 -2.223  -0.252
N 0.262 8.662 -1.368  -0.305
N 2.090 -5.763 -0.879  -0.208
N -2.786 -6.715 -3.561  -0.399
C -4.277 -3.614 2.605  -1.657
C -3.085 -2.713 2.366  2.304
C 5.832 7.006 -4.310  -0.737
C 1.972 -6.443 -2.156  -0.901
C -2.209 -5.647 -4.167  0.693
C -3.056 11.704 -1.810  -0.737
C 0.092 1.339 2.061  -0.538
C -5.634 -0.398 0.068  -0.504
C 4.979 -5.902 1.132  -0.647
C 3.383 -4.216 0.535  -0.710
C 3.259 -6.770 -2.893  -0.509
C 5.852 -0.685 -0.678  -0.649
C -0.803 9.176 -0.456  -0.652
C -0.586 -3.195 -0.915  -1.173
C -0.532 -0.761 -1.012  -0.793
C -2.458 0.485 4.604  0.857
C 2.285 4.506 0.092  -0.312
C -4.175 -0.058 -0.023  0.359
C 1.282 7.908 -0.671  -0.727
C 3.622 4.240 -3.221  -0.847
C -7.231 -2.651 2.557  -1.079
C 4.357 2.161 -2.112  -0.376
C 1.570 1.095 2.217  -0.454
C -6.114 -2.257 3.525  0.159
C -3.905 0.200 5.054  -0.670
C -0.880 -2.574 3.318  -0.534
C 3.187 -0.534 2.738  -0.691
C -2.014 9.665 -1.216  -0.617
C 0.089 0.301 -0.135  -0.280
C 5.384 -7.694 -2.360  -0.814
C -8.943 -4.301 2.340  -0.779
C 2.815 -4.480 -0.869  -0.182
C 5.325 1.600 -1.076  -0.672
C 4.138 5.649 -3.411  -0.545
C 1.129 6.387 -0.674  -0.136
H 1.423 -7.372 -1.972  0.425
H 1.173 0.149 -0.180  0.084
H 3.683 -4.427 -1.535  0.313
H 4.132 6.126 -2.422  0.241
H 0.695 9.462 -1.812  0.262
H -2.228 -0.029 3.665  -0.667
H -1.975 9.184 -2.196  0.336
H -8.534 -4.818 1.465  0.283
H -0.272 -0.623 -2.066  0.470
H 3.315 2.114 -1.778  0.133
H 5.377 2.324 -0.264  0.182
H -0.477 -3.433 -1.979  0.429
H -0.908 -6.923 -5.207  0.160
H 2.031 1.723 2.992  0.699
H -0.781 -1.486 3.277  0.134
H 2.243 8.107 -1.150  0.282
H 4.816 -5.894 2.215  0.302
H 5.964 -6.286 0.871  0.265
H 3.760 3.618 -4.117  0.449
H -3.973 11.325 -1.351  0.304
H 3.691 -0.464 1.750  0.038
H 2.678 -6.361 -0.307  0.303
H 6.254 1.568 -1.655  0.440
H 5.426 3.760 -2.738  0.305
H -0.448 -0.553 1.554  -0.565
H 3.469 6.293 -3.989  0.494
H 5.522 7.024 -5.361  0.279
H 3.840 0.196 3.234  0.306
H 5.367 -1.665 -0.637  -0.040
H -1.628 -0.769 -0.957  -0.048
H 2.095 -3.684 -1.072  0.085
H -2.682 -2.791 1.354  -0.309
H -0.404 -2.876 2.368  0.148
H 0.117 6.055 -0.382  0.257
H -7.917 -1.796 2.542  0.610
H -3.380 -1.693 2.627  -0.683
H -0.225 -2.997 4.075  0.370
H -4.303 0.800 5.872  0.401
H -5.834 -0.930 1.004  -0.155
H -4.818 -3.788 1.663  0.281
H 3.180 4.147 0.586  0.266
H -2.643 -7.619 -3.971  0.161
H 5.567 -7.853 -3.426  0.360
H 1.180 5.906 -1.664  0.152
H -6.425 1.252 0.737  0.346
H 1.355 4.133 0.548  0.327
H -3.921 -4.625 2.813  0.575
H 3.445 -3.138 0.669  0.170
H 5.252 7.790 -3.805  0.306
H 2.588 4.089 -2.918  0.532
H 6.438 -0.654 0.245  0.276
H -5.958 -1.046 -0.747  0.449
H 5.996 -6.857 -2.009  0.283
H -4.518 0.372 4.161  0.211
H -2.988 12.788 -1.803  0.255
H 3.274 -1.584 2.999  0.336
H -2.743 0.474 1.298  0.420
H -5.438 -4.113 4.142  0.338
H 2.881 -7.380 -3.724  0.419
H -4.078 0.638 -0.861  0.388
H -6.960 -2.883 1.525  0.380
H 2.068 1.404 1.285  0.011
H 4.286 -6.654 0.734  0.221
H 3.759 -5.867 -3.246  0.387
H -4.440 -1.705 4.812  0.327
H -0.745 -5.266 -5.547  0.209
H 6.359 -0.639 -1.644  0.470
H -1.052 8.286 0.130  0.378
H 2.196 4.010 -0.881  -0.024
H 5.806 -8.560 -1.848  0.270
H 2.672 -4.659 1.238  0.510
H -1.664 -3.303 -0.741  0.281
H -0.061 1.291 -0.589  0.470
H -9.576 -3.464 2.029  0.333
H 4.539 1.689 -3.086  0.284
H -3.610 -0.997 -0.090  -0.189
H -2.417 1.561 4.410  0.485
H -0.092 2.327 1.639  0.380
H -5.604 -1.356 3.168  -0.189
H -0.248 9.873 0.178  0.429
H -2.909 9.340 -0.682  0.379
H -0.351 1.236 3.053  -0.143
H -0.077 -4.017 -0.411  0.379
H -2.075 -0.640 6.071  0.360
H -6.608 -1.926 4.440  0.464
H -3.184 11.449 -2.873  0.298
H -3.576 -6.708 -2.943  0.214
H 1.273 -5.916 -2.816  0.245
H -9.498 -5.010 2.947  0.253
H 6.894 7.192 -4.183  0.257
H 1.412 8.212 0.377  0.231



# 2
Below is 11 unconnected molecules or ions with the total composition C35H93F6O40P9 in a non-equilibrium geometry, with properties calculated with ωB97M-V/def2-TZVPD.

The HOMO energy is -0.038 Eh. Its charge is -2. For the lowest unoccupied orbital energy, the calculation gives 3.09 eV.

Last column: Mulliken charge in e.
Positions of all 183 atoms, in Å:
P -4.235 -3.986 2.342  0.717
P 5.302 2.670 3.273  0.483
P -1.956 4.451 1.855  0.612
P -5.291 -0.543 0.108  0.668
P 0.449 -0.446 6.348  0.611
P 7.018 -1.989 -1.341  0.902
P 0.449 -1.482 -4.691  1.720
P 1.821 -4.783 -2.125  0.984
P 3.016 5.567 -0.531  0.903
F 1.837 0.016 0.129  0.252
F 0.906 1.197 1.698  0.168
F -6.164 0.355 -5.373  -0.311
F 1.778 -0.722 2.118  0.041
F -4.325 0.405 -4.237  -0.171
F -4.286 -0.464 -6.187  -0.322
O 1.980 -1.155 -4.295  -0.742
O -1.415 4.022 0.384  0.266
O -4.052 -1.148 -0.411  -0.281
O 2.074 5.701 -1.634  -0.862
O 7.404 -2.386 0.188  -0.350
O 0.980 -0.917 7.631  -0.831
O -1.187 5.570 2.425  -0.799
O 6.025 3.681 4.077  -0.831
O 2.652 6.297 0.855  -0.228
O -1.034 -0.904 6.029  -0.479
O -0.482 -2.073 0.905  -0.905
O 0.316 1.149 6.265  -0.089
O -5.108 0.376 1.436  -0.524
O 4.639 1.487 4.160  -0.405
O -0.438 -1.910 -3.598  -0.510
O 0.379 -4.538 -1.907  -0.533
O -6.050 0.461 -0.910  -0.291
O 2.785 -4.841 -0.842  -0.500
O 1.329 -0.836 5.057  0.103
O 2.638 -3.753 -3.032  0.202
O -1.885 3.065 2.720  0.042
O 3.273 4.047 -0.039  0.287
O 4.088 3.316 2.432  0.498
O 7.568 -2.863 -2.383  -0.781
O -5.361 -5.132 2.363  -0.480
O 2.170 -6.178 -2.841  -0.394
O 0.016 -0.149 -5.442  -0.439
O -3.623 -3.751 1.021  -0.310
O 7.536 -0.468 -1.426  -0.206
O 4.487 6.069 -0.797  -0.430
O -4.980 -2.717 3.003  0.505
O -0.866 -0.346 -0.443  0.302
O -3.547 4.648 1.699  -0.290
O -6.043 -2.732 -5.249  -0.290
O 5.431 -1.870 -1.348  0.293
O -4.447 -2.291 -3.658  -0.666
O -6.390 -1.603 0.642  0.109
O -3.196 -4.481 3.501  -0.505
O 0.625 -2.652 -5.798  -0.454
O 6.146 1.851 2.174  -0.142
C 2.619 -3.952 0.268  -0.323
C -4.100 5.884 1.244  -0.847
C 5.426 6.280 0.281  -0.526
C -5.408 -1.714 -4.398  0.211
C -7.193 -2.404 -5.956  -0.161
C 2.226 -0.416 -3.134  -0.262
C -1.044 5.074 -0.483  -0.994
C 6.536 2.373 0.909  0.346
C -0.416 -0.732 0.895  0.881
C -5.044 -0.348 -5.094  0.750
C -5.722 1.828 -1.025  -0.395
C 4.229 0.261 3.527  0.713
C 7.634 0.207 -2.694  -0.812
C -1.882 -3.909 3.577  -0.062
C -1.421 0.970 -0.473  2.054
C -4.056 0.215 2.385  -0.099
C 3.952 -4.063 -3.519  -0.609
C 1.295 -2.292 -7.021  -0.911
C 8.767 -2.360 0.495  -0.765
C 2.411 2.979 -0.333  -0.014
C 4.751 -0.889 -0.606  -0.711
C 1.492 -6.540 -4.037  -0.751
C 3.074 4.078 3.075  -0.526
C 1.442 1.964 6.605  -0.601
C -7.937 -3.695 -6.292  -1.310
C -7.699 -1.278 1.029  -0.865
C 1.415 -2.152 4.546  -0.775
C -5.635 -2.810 4.246  -1.028
C -6.354 -5.044 1.376  -0.555
C -1.302 0.068 -5.907  -0.839
C -2.072 1.205 -1.854  -1.389
C 0.998 -0.073 1.226  0.000
C 1.667 7.340 0.857  -0.845
C -1.700 -0.417 4.851  0.550
C -0.799 2.966 3.672  -0.437
H -6.205 -1.437 -3.683  -0.168
H -3.426 1.095 2.498  0.026
H 1.711 -0.751 -2.231  0.310
H -6.699 -3.011 4.104  0.224
H 0.795 -2.268 3.655  0.080
H -4.643 1.973 -0.952  0.010
H 9.447 -2.000 -0.276  0.338
H 6.375 1.566 0.195  -0.201
H -0.290 2.031 3.441  -0.218
H -3.458 -0.673 2.167  -0.004
H -7.840 -1.494 2.091  0.188
H -5.029 6.096 1.768  0.268
H -0.162 4.830 -1.075  0.286
H -8.125 -4.085 -5.291  0.322
H -4.415 -0.030 3.389  0.267
H -5.116 -3.600 4.791  0.401
H -6.194 2.328 -0.176  0.237
H -2.910 0.507 -1.888  0.117
H 1.441 3.250 -0.745  0.145
H -1.858 -3.007 2.961  -0.252
H -1.849 5.345 -1.168  0.332
H 6.030 3.274 0.562  -0.236
H 1.068 7.437 -0.046  0.348
H -2.062 -0.224 -5.183  0.291
H -6.999 -1.911 -6.918  0.206
H 3.819 -4.052 -4.603  0.198
H 4.139 0.330 2.443  -0.110
H 3.001 3.730 4.108  0.379
H 2.227 -4.486 1.134  0.333
H 4.628 -3.280 -3.187  -0.031
H -2.388 0.385 5.123  0.329
H 2.199 2.004 5.820  0.049
H 7.554 -0.458 -3.553  0.350
H 3.859 -1.280 -0.120  0.094
H 2.225 -2.860 -7.056  0.279
H 2.432 -2.499 4.374  0.295
H -5.531 -1.838 4.728  0.247
H -6.504 -5.971 0.825  0.307
H 3.287 -0.538 -2.910  -0.256
H 1.494 -1.242 -7.235  0.366
H 3.428 5.109 3.095  0.210
H -8.407 -1.796 0.384  0.252
H 5.012 5.979 1.240  0.178
H -1.168 -0.298 1.574  -1.035
H -0.748 5.981 0.047  0.203
H 2.097 4.030 2.600  -0.071
H 1.061 7.147 1.743  0.239
H -7.318 -4.845 1.856  0.262
H 2.074 8.336 1.044  0.299
H -3.428 6.709 1.492  0.339
H 6.336 5.720 0.066  0.229
H -8.861 -3.453 -6.825  0.373
H -1.426 -0.515 -6.822  0.267
H -2.372 -1.174 4.448  -0.434
H 3.277 -0.109 3.905  -0.633
H 2.147 -6.814 -4.863  0.294
H 0.853 -7.402 -3.831  0.295
H 5.711 7.331 0.273  0.295
H 0.750 -5.828 -4.402  0.265
H 1.829 -3.226 0.052  -0.002
H 8.913 -1.703 1.358  0.248
H -0.045 3.748 3.727  0.479
H 0.706 -2.622 -7.879  0.272
H 4.403 -0.097 -1.270  -0.051
H 2.007 0.651 -3.223  0.496
H 1.017 2.962 6.709  0.288
H 9.011 -3.351 0.883  0.266
H -7.954 -0.214 1.023  0.311
H -4.220 5.886 0.161  0.277
H 7.599 2.621 0.923  0.310
H 5.011 -0.467 3.746  0.331
H -2.437 2.200 -2.116  0.201
H 1.928 1.705 7.545  0.383
H -1.329 0.955 -2.613  0.310
H 2.948 2.242 -0.938  0.089
H 4.304 -5.071 -3.303  0.365
H -1.070 -4.584 3.317  0.280
H -0.703 1.773 -0.275  -0.414
H 3.555 -3.458 0.526  0.187
H -1.528 1.098 -6.183  0.374
H -1.832 -3.634 4.633  0.243
H -6.204 -4.202 0.699  0.128
H 1.012 -2.946 5.184  0.522
H -6.073 2.234 -1.972  0.286
H -2.190 1.072 0.301  -0.915
H 5.368 -0.407 0.155  0.352
H 6.828 0.936 -2.780  0.275
H -7.887 -1.795 -5.366  0.304
H 2.248 2.331 0.531  -0.315
H 8.560 0.776 -2.758  0.289
H -1.305 2.865 4.632  0.322
H -0.988 -0.080 4.100  -0.158
H -7.438 -4.391 -6.966  0.282



- Which of these has the lowest lowest unoccupied orbital energy?
  C35H91N7O15



- What is the lowest unoccupied orbital energy in the first record?
  0.38 eV



- Among the records above, which one has the lowest lowest unoccupied orbital energy?
  C35H91N7O15